(1)
A structure of composition C34H36Cl2F3N8Nd in a non-equilibrium geometry, computed with the ωB97M-V functional and the def2-TZVPD basis.

Summary:
Kohn-Sham gap (alpha / beta)	0.25610 / 0.25645	Ha
energy relative to the best compared isomer or geometry (same formula, charge and spin)	3.0	kJ/mol
charge	+2
electronic energy	-96224.45077	eV
multiplicity	4
F_max	0.0982	Eh/bohr
highest occupied orbital energy (alpha / beta)	-12.39 / -12.40	eV

```
84
Properties=species:S:1:pos:R:3:mulliken_spin:R:1
Nd -0.42222 -0.14630 -0.31379 3.0160
C -2.62367 -3.04581 -0.16940 0.0027
C -1.50406 -3.27549 0.82779 -0.0016
C -1.54935 -2.35021 2.04890 0.0001
C -1.65869 -2.84467 3.34012 -0.0006
C -1.90390 -1.95508 4.39549 0.0004
C -2.08398 -0.59801 4.09948 -0.0006
C -1.79556 -0.16347 2.81583 0.0000
N -1.44589 -1.02475 1.83207 -0.0006
N -2.43200 -1.81710 -1.03087 -0.0138
C -3.67261 -1.02105 -0.97229 0.0002
C -3.52380 0.29518 -1.67683 0.0051
C -4.60848 1.17860 -1.78382 0.0006
C -4.45034 2.41771 -2.41316 0.0000
C -3.22747 2.68824 -3.04683 -0.0004
C -2.19396 1.78515 -2.89503 0.0019
N -2.31029 0.67612 -2.13804 -0.0028
C -2.24512 -2.28862 -2.46161 0.0018
C -0.83843 -2.70920 -2.63448 0.0005
C -0.53712 -3.89177 -3.29139 -0.0003
C 0.77807 -4.31241 -3.47997 -0.0002
C 1.79506 -3.49656 -2.97976 -0.0004
C 1.44035 -2.28516 -2.39863 -0.0020
N 0.16119 -1.90109 -2.18255 -0.0017
H -3.58887 -2.93762 0.33635 -0.0001
H -2.71113 -3.92589 -0.80937 0.0004
H -0.51724 -3.22943 0.36154 -0.0002
H -1.65793 -4.30927 1.24598 0.0001
H -1.54881 -3.92328 3.53876 -0.0001
H -1.99164 -2.33306 5.40730 0.0000
H -2.47970 0.11053 4.81181 0.0000
H -1.81942 0.88843 2.49872 0.0004
H -3.95209 -0.84831 0.07918 -0.0016
H -4.46377 -1.59983 -1.46463 -0.0002
H -5.56931 0.87515 -1.34420 0.0000
H -5.26490 3.13875 -2.40807 0.0000
H -3.08618 3.58595 -3.64799 0.0000
H -1.24069 1.90961 -3.40384 -0.0003
H -2.49659 -1.42727 -3.08853 0.0002
H -2.94484 -3.09718 -2.67325 -0.0001
H -1.33899 -4.53873 -3.67077 0.0000
H 0.98584 -5.25844 -3.94604 0.0000
H 2.86254 -3.71262 -3.07807 0.0000
H 2.20400 -1.63066 -2.01125 0.0012
F 7.38536 -5.48211 2.82125 0.0000
C 7.66495 -4.18118 2.51399 -0.0001
F 8.33122 -3.67471 3.62362 0.0000
F 8.63104 -4.27107 1.57799 0.0000
C 6.49455 -3.36605 2.12629 0.0006
C 5.44524 -3.28158 3.06022 -0.0003
C 4.22183 -2.71570 2.70113 0.0007
C 3.99485 -2.26447 1.38682 -0.0010
C 5.11943 -2.22363 0.51496 -0.0002
C 6.35143 -2.76566 0.86864 0.0002
C 2.74429 -1.81806 0.93860 0.0039
C 1.61880 -1.38204 0.54753 -0.0122
H 5.56078 -3.68780 4.06938 0.0000
H 3.41045 -2.59974 3.38827 0.0000
H 4.94357 -1.78143 -0.45984 -0.0001
H 7.16340 -2.77223 0.11279 0.0001
Cl 1.27688 1.20674 2.48079 -0.0002
C 2.91528 1.48468 1.70761 0.0000
Cl 2.92284 1.56901 -0.09267 0.0001
H 3.55884 0.66707 2.03236 0.0001
H 3.27522 2.45996 2.06170 0.0000
C -2.82556 6.25985 -0.82264 0.0000
C -1.40330 6.63958 -0.38874 0.0001
C -0.46412 6.84119 -1.56447 0.0000
C -0.83219 5.63051 0.65166 -0.0001
N -0.81142 4.26127 0.28580 0.0009
C 0.03542 3.57507 -0.49450 0.0021
N -0.22272 2.24845 -0.40057 0.0015
N -1.20357 2.12674 0.51590 -0.0002
N -1.60774 3.35830 0.93715 0.0000
H -3.15097 6.85244 -1.68618 0.0000
H -3.58404 6.39080 -0.03167 0.0000
H -2.86903 5.18179 -1.12051 0.0000
H -1.50152 7.55919 0.20385 0.0000
H -0.58908 5.97562 -2.26622 0.0000
H 0.61638 6.91392 -1.30380 0.0000
H -0.77598 7.74486 -2.12447 0.0000
H -1.39230 5.78088 1.57843 0.0000
H 0.21085 5.85856 0.90398 0.0000
H 0.81263 4.02989 -1.07931 0.0002
```

***

(2)
A structure of composition C34H36ClN4O7RbTe in a non-equilibrium geometry, computed with the ωB97M-V functional and the def2-TZVPD basis.

Summary:
Kohn-Sham gap	0.09250	Ha
energy relative to the best compared isomer or geometry (same formula, charge and spin)	31.3	kJ/mol
charge	-2
electronic energy	-76596.83788	eV
F_max	0.1047	Eh/bohr
highest occupied orbital energy	1.03	eV

```
84
Properties=species:S:1:pos:R:3:lowdin_charge:R:1
Rb -1.09730 -1.38400 1.25139 0.7762
C 0.59766 -0.76174 5.24179 -0.0690
C 1.32843 -1.01524 3.96995 -0.5743
O 0.98608 -1.78676 3.09757 -0.1320
C 2.51133 -0.16717 3.91887 -0.1082
C 3.16303 0.19005 2.77413 -0.3748
C 4.47212 0.86404 2.75906 -0.0876
N 2.50353 -0.11375 1.57978 0.0044
N 3.05285 0.25937 0.47611 -0.0276
C 2.29510 0.04305 -0.62087 -0.5600
O 1.06717 -0.18165 -0.59652 -0.2163
C 3.08244 0.08839 -1.88715 -0.1744
C 2.70439 -0.80906 -2.87873 -0.0340
C 3.51840 -1.00791 -4.01616 -0.1069
C 4.64604 -0.21419 -4.16120 -0.1672
C 5.00577 0.68541 -3.19231 -0.1223
C 4.22571 0.84365 -2.02774 -0.0457
H -0.42286 -1.18216 5.22952 0.0756
H 0.55757 0.33357 5.40772 0.0705
H 1.18431 -1.17500 6.09055 0.0737
H 2.82765 0.26777 4.86075 0.0662
H 5.24676 0.10599 2.95743 0.0688
H 4.51085 1.61353 3.54601 0.0528
H 4.61710 1.31637 1.76142 0.0486
H 1.76080 -1.40212 -2.75555 0.1194
H 3.28296 -1.80335 -4.70562 0.0780
H 5.31686 -0.35074 -4.98101 0.0696
H 5.95916 1.19201 -3.32377 0.0837
H 4.62157 1.48134 -1.26337 0.0897
C 1.50700 -6.06023 0.66435 -0.0827
C 0.81319 -6.84949 -0.22162 -0.0926
C -0.11674 -6.25238 -1.06575 -0.0089
C -0.38250 -4.84585 -0.86123 -0.2084
N 0.23915 -4.16935 0.10050 0.1249
C 1.25595 -4.70838 0.78877 -0.0741
C -1.31557 -4.10056 -1.73365 -0.2288
C -1.32372 -4.34513 -3.13955 -0.0095
C -2.34553 -3.75553 -3.88124 -0.0738
C -3.30633 -2.93377 -3.23878 -0.0499
C -3.13291 -2.74043 -1.85667 -0.1060
N -2.14467 -3.27771 -1.12121 0.1116
H 2.26498 -6.50969 1.29377 0.0982
H 1.08306 -7.90962 -0.29743 0.1026
H -0.64604 -6.75792 -1.83845 0.0871
H 1.76990 -4.04440 1.45420 0.1141
H -0.61166 -5.04993 -3.56354 0.1063
H -2.40749 -3.88213 -4.95101 0.0909
H -4.09075 -2.35630 -3.71939 0.0940
H -3.81598 -2.19548 -1.25097 0.0985
C -2.03003 3.65295 -3.23999 -0.4559
Te -0.95026 2.18188 -1.92566 1.1957
C 0.42213 3.97695 -1.84600 -0.3957
C 0.14433 4.89735 -2.95539 -0.2802
C 1.00009 5.95079 -3.29911 -0.0489
C 0.78470 6.73480 -4.43605 -0.1096
C -0.30893 6.44795 -5.22960 -0.1257
C -1.25402 5.48010 -4.88032 -0.0560
C -1.06748 4.69304 -3.72901 -0.2685
H -2.88869 4.02143 -2.62960 0.0445
H -2.45036 2.95934 -4.02184 0.0396
H 1.45649 3.62628 -1.83928 0.0586
H 0.28412 4.43126 -0.86033 0.0549
H 1.88351 6.15728 -2.64729 0.1236
H 1.40678 7.56134 -4.69958 0.0838
H -0.45954 6.96326 -6.16758 0.0864
H -2.11106 5.30435 -5.53286 0.1038
C -4.13691 1.88727 4.53844 -0.1811
C -3.00625 2.72751 5.11569 -0.1797
C -2.02050 2.53653 3.97325 -0.2260
O -2.00556 1.12385 3.74896 -0.1601
C -3.36686 0.63700 4.03334 -0.1636
H -4.58576 2.40387 3.67594 0.1080
H -4.92697 1.70274 5.23437 0.0924
H -2.58885 2.17265 5.98779 0.1268
H -3.26526 3.76641 5.33810 0.1040
H -1.00117 2.89457 4.14402 0.1207
H -2.39228 3.00871 3.03672 0.1220
H -3.29344 -0.13382 4.82085 0.1053
H -3.81795 0.17325 3.12159 0.0939
O -3.90659 -2.17619 4.07059 -0.4105
Cl -4.05249 -2.63002 2.57647 0.6875
O -5.38016 -3.19829 2.48267 -0.3704
O -3.04839 -3.64017 2.25792 -0.3987
O -3.88523 -1.48162 1.70962 -0.4908
```

***

(3)
A structure of composition C34H37As2FINOPPt, computed with the ωB97M-V functional and the def2-TZVPD basis.

Summary:
Kohn-Sham gap	0.29397	Ha
energy relative to the best compared isomer or geometry (same formula, charge and spin)	16.1	kJ/mol
charge	+3
electronic energy	-184406.41095	eV
F_max	0.0073	Eh/bohr
highest occupied orbital energy	-16.20	eV

```
79
Properties=species:S:1:pos:R:3:lowdin_charge:R:1
Pt 1.73039 -0.26814 0.28811 0.3834
I 0.96679 2.35662 -0.06166 1.2116
C -0.13886 2.94575 -1.76898 -0.5326
C 0.71701 3.50039 -2.69172 -0.1583
C 0.24462 4.26135 -3.76863 -0.0283
C -1.09168 4.50786 -3.84669 0.0160
C -1.99412 3.94649 -2.91334 -0.1334
C -3.36474 4.29365 -3.05128 0.0311
C -4.31167 3.80279 -2.21156 -0.0109
C -3.92227 2.86136 -1.24973 -0.0311
C -2.60281 2.47592 -1.06479 -0.2201
P -2.50686 1.01135 -0.07470 0.9864
C -1.78508 -0.33510 -0.97311 -0.3154
C -1.59209 -0.24890 -2.35157 -0.0514
C -1.22578 -1.38209 -3.06371 -0.0486
C -1.05821 -2.59098 -2.40585 -0.0374
C -1.24406 -2.67844 -1.02867 -0.0612
C -1.61060 -1.55629 -0.30899 -0.0846
C -4.05152 0.51583 0.61843 -0.3286
C -4.81682 -0.46656 -0.01576 -0.0557
C -6.04826 -0.81346 0.51442 -0.0328
C -6.50943 -0.18630 1.66497 -0.0192
C -5.74815 0.79299 2.29473 -0.0344
C -4.51912 1.15454 1.77338 -0.0631
C -1.55655 3.08315 -1.86352 -0.1856
H 1.78589 3.39531 -2.56678 0.0766
H 0.94205 4.68626 -4.47647 0.1291
H -1.49117 5.14748 -4.62293 0.1362
H -3.63522 4.97535 -3.84792 0.1385
H -5.35104 4.08289 -2.30433 0.1321
H -4.70074 2.40123 -0.65783 0.1094
H -1.76035 0.68282 -2.87492 0.1135
H -1.11321 -1.32479 -4.13844 0.1221
H -0.81459 -3.48220 -2.97028 0.1246
H -1.15133 -3.63369 -0.52942 0.1158
H -1.81395 -1.63345 0.75273 0.1152
H -4.45931 -0.95409 -0.91427 0.1182
H -6.64839 -1.57195 0.03113 0.1245
H -7.47183 -0.46142 2.07556 0.1275
H -6.11684 1.27567 3.18930 0.1249
H -3.93224 1.92416 2.25958 0.1191
C 1.90194 1.62149 3.41468 -0.2591
As 1.58866 -0.11610 2.64563 0.9856
C -0.05583 -0.72683 3.44676 -0.2274
C 2.92446 -1.29423 3.37709 -0.4102
C 3.30098 -1.23876 4.71334 -0.0707
C 4.22021 -2.15659 5.20383 -0.0235
C 4.75357 -3.13178 4.37079 -0.0247
C 4.37835 -3.19347 3.03593 -0.0698
C 3.46558 -2.26896 2.54222 -0.4089
As 2.91686 -2.26503 0.70650 1.0603
C 1.89743 -3.86460 0.37700 -0.2275
C 4.50458 -2.45859 -0.36389 -0.2216
H 1.12780 2.31543 3.09235 0.0135
H 2.88328 1.98572 3.11664 0.0525
H 1.86295 1.53251 4.49949 0.0493
H 0.10320 -0.78395 4.52324 0.0552
H -0.29730 -1.71901 3.07058 0.0368
H -0.86545 -0.03117 3.23105 0.0254
H 2.89318 -0.48920 5.38057 0.1129
H 4.52220 -2.11019 6.24135 0.1287
H 5.46796 -3.84373 4.76118 0.1287
H 4.80574 -3.95710 2.39728 0.1148
H 2.50752 -4.73255 0.62631 0.0565
H 1.62411 -3.89769 -0.67614 0.0374
H 1.00436 -3.85884 0.99751 0.0358
H 4.99974 -3.38493 -0.07394 0.0532
H 5.17802 -1.62366 -0.18738 0.0472
H 4.23221 -2.52030 -1.41599 0.0413
C 3.92122 0.70205 -2.15831 0.0131
C 2.82422 -0.22382 -2.57540 -0.5457
N 2.80127 -0.65102 -3.82739 0.2376
O 1.91555 -0.60235 -1.79225 -0.2331
H 4.73855 0.72913 -2.87507 0.1054
H 4.29709 0.40988 -1.17991 0.0726
H 3.50731 1.70728 -2.05996 0.0697
H 3.49637 -0.36322 -4.49711 0.1400
H 2.05293 -1.25178 -4.13893 0.1356
F -1.62871 1.26262 1.20582 -0.2096
```

***

Q: The lowest charge belongs to which entry?
A: C34H36ClN4O7RbTe

***

Q: What is the formula in the second record?
A: C34H36ClN4O7RbTe